Formula: C16H35ClIrN7O5SSi3
Source: OMol25
Level of theory: the ωB97M-V functional and the def2-TZVPD basis

Structure (ORCA input):
```
! wB97M-V def2-TZVPD RIJCOSX def2/J DEFGRID3
* xyz 1 6
Ir -0.03 0.03 0.53
C 1.72 3.08 0.92
O 1.44 1.89 0.19
Si 1.90 1.58 -1.42
C 3.77 1.50 -1.44
C 1.44 3.07 -2.44
C 0.90 -0.01 -1.58
Si -0.64 0.19 -2.70
C -0.07 0.73 -4.41
C -1.81 1.47 -1.98
C -1.64 -1.38 -2.91
Si 1.95 -1.61 -1.72
C 2.94 -1.93 -0.15
C 1.01 -3.16 -2.17
C 3.15 -1.33 -3.14
H 1.13 3.91 0.54
H 2.78 3.33 0.85
H 1.47 2.92 1.97
H 4.15 2.40 -0.95
H 4.15 1.52 -2.46
H 4.20 0.63 -0.93
H 1.92 3.95 -2.01
H 0.37 3.27 -2.50
H 1.82 2.97 -3.46
H 0.10 1.80 -4.48
H -0.87 0.47 -5.11
H 0.83 0.22 -4.74
H -1.33 2.35 -1.55
H -2.44 1.05 -1.20
H -2.47 1.82 -2.78
H -1.18 -2.08 -3.60
H -2.59 -1.07 -3.35
H -1.87 -1.91 -1.99
H 2.34 -2.43 0.61
H 3.35 -1.02 0.29
H 3.78 -2.58 -0.40
H 0.09 -3.35 -1.62
H 1.69 -3.99 -1.97
H 0.79 -3.19 -3.24
H 3.99 -0.67 -2.90
H 2.66 -0.94 -4.04
H 3.56 -2.31 -3.40
C -4.99 0.51 4.98
C -4.56 0.75 3.57
C -5.43 0.64 2.49
C -4.92 0.87 1.22
N -3.63 1.13 1.01
C -2.91 1.22 2.11
S -1.19 1.65 1.93
N -3.28 1.09 3.37
H -6.06 0.67 5.10
H -4.44 1.16 5.66
H -4.77 -0.53 5.25
H -6.47 0.41 2.63
H -5.56 0.82 0.34
N 1.55 -1.93 5.30
N 1.71 -1.21 4.13
N 2.86 -0.66 3.80
C 2.53 0.00 2.71
N 1.23 -0.16 2.42
N 0.72 -0.94 3.35
H 2.42 -2.42 5.47
H 0.79 -2.58 5.15
H 3.22 0.59 2.13
O -1.77 -2.93 2.26
Cl -1.48 -2.51 0.95
O -0.02 -2.31 0.78
O -1.97 -3.38 -0.04
O -2.01 -1.13 0.73
*
```

## Properties
- Frontier orbital gap (spin up / spin down): 9.16 / 6.14 eV
- Lowest unoccupied orbital energy (spin up / spin down): -0.0770 / -0.2315 Eh

Löwdin population analysis, charges in e, atoms 1 to 2:
1 Ir 1.198
2 C -0.130


Formula: C16H35FN2O6
Source: OMol25
Level of theory: the ωB97M-V functional and the def2-TZVPD basis

Structure (ORCA input):
```
! wB97M-V def2-TZVPD RIJCOSX def2/J DEFGRID3
* xyz 0 1
O -1.82 -1.25 1.73
C -1.25 -1.15 2.77
C -1.66 -1.66 4.14
C -0.36 -1.66 4.94
F -0.45 -0.75 5.98
C 0.67 -1.21 3.92
O -0.06 -0.49 2.91
H -2.31 -0.89 4.57
H -2.21 -2.59 4.09
H -0.11 -2.62 5.39
H 1.12 -2.09 3.45
H 1.44 -0.56 4.32
C -2.76 -2.33 -6.46
O -3.28 -3.15 -5.44
C -2.30 -3.83 -4.66
C -2.21 -3.27 -3.25
N -1.65 -1.93 -3.25
C -1.69 -1.24 -1.97
C -3.04 -1.01 -1.29
O -3.87 -0.06 -1.93
C -4.59 -0.54 -3.04
H -3.59 -2.05 -7.10
H -2.31 -1.41 -6.07
H -2.01 -2.85 -7.05
H -1.33 -3.78 -5.15
H -2.61 -4.88 -4.60
H -1.56 -3.93 -2.67
H -3.22 -3.33 -2.81
H -2.11 -1.37 -3.96
H -1.22 -0.26 -2.11
H -1.06 -1.79 -1.26
H -2.82 -0.61 -0.30
H -3.59 -1.95 -1.14
H -4.93 -1.57 -2.88
H -4.02 -0.51 -3.97
H -5.47 0.10 -3.16
C 1.47 3.83 -0.55
O 2.87 3.68 -0.43
C 3.50 4.56 0.48
C 3.99 3.83 1.71
N 2.88 3.36 2.53
C 3.23 2.48 3.63
C 3.95 1.17 3.32
O 3.16 0.20 2.64
C 3.03 0.39 1.24
H 1.16 3.27 -1.42
H 0.93 3.44 0.32
H 1.19 4.88 -0.68
H 2.82 5.37 0.77
H 4.36 5.00 -0.03
H 4.60 4.52 2.31
H 4.66 3.02 1.38
H 2.19 2.92 1.94
H 2.30 2.22 4.14
H 3.84 3.03 4.34
H 4.22 0.71 4.27
H 4.89 1.33 2.76
H 3.95 0.77 0.80
H 2.21 1.07 0.99
H 2.80 -0.59 0.81
*
```

## Properties
- Frontier orbital gap: 9.05 eV
- SMILES string: O=C1C[C@H](F)CO1.COCCNCCOC.COCCNCCOC
- Relative energy (zero: lowest compared OMol25 entry of this formula, charge and spin): 0.0 kcal/mol
- Lowest unoccupied orbital energy: 0.0266 Eh

Löwdin population analysis, charges in e, atoms 1 to 2:
1 O 0.141
2 C -0.465


Formula: C16H35FeN4O9P2SSe
Source: OMol25
Level of theory: the ωB97M-V functional and the def2-TZVPD basis

Structure (ORCA input):
```
! wB97M-V def2-TZVPD RIJCOSX def2/J DEFGRID3
* xyz 2 6
Fe -0.64 0.38 0.14
C -4.65 1.93 -1.51
C -3.40 1.26 -1.00
O -2.89 1.84 0.21
P -3.61 -0.49 -0.48
O -4.04 -1.45 -1.64
O -4.90 -0.42 0.42
O -2.41 -0.94 0.28
P -1.97 1.16 -2.20
O -2.33 2.05 -3.47
O -1.79 -0.29 -2.50
O -0.80 1.82 -1.50
H -5.39 2.00 -0.70
H -5.09 1.34 -2.31
H -4.42 2.93 -1.89
H -3.12 2.78 0.21
H -3.35 -1.57 -2.31
H -5.39 -1.25 0.50
H -2.76 1.58 -4.19
C 3.79 3.19 1.97
N 2.88 3.53 0.92
C 2.59 4.92 0.59
C 1.64 4.80 -0.61
N 1.27 3.40 -0.56
C 2.04 2.72 0.28
S 1.98 1.03 0.46
H 4.53 3.99 2.06
H 4.30 2.26 1.72
H 3.27 3.07 2.92
H 3.51 5.46 0.35
H 2.12 5.41 1.45
H 2.14 5.02 -1.56
H 0.76 5.44 -0.53
H 0.57 2.96 -1.16
C 0.33 -2.76 -0.85
O 0.27 -1.36 -1.09
H 0.64 -3.28 -1.76
H -0.63 -3.14 -0.52
H 1.08 -2.92 -0.08
H -0.32 -1.21 -1.85
C -0.21 -3.39 4.35
N 1.21 -3.19 4.18
C 2.18 -4.01 4.66
C 3.38 -3.49 4.28
N 3.12 -2.35 3.58
C 4.10 -1.49 2.97
C 1.79 -2.17 3.53
Se 0.87 -0.68 2.80
H -0.38 -4.09 5.16
H -0.65 -3.78 3.43
H -0.69 -2.44 4.59
H 1.96 -4.89 5.24
H 4.37 -3.84 4.47
H 5.07 -1.66 3.44
H 3.80 -0.45 3.11
H 4.17 -1.69 1.90
C -0.89 3.08 3.93
C -2.28 2.46 3.86
C -1.98 1.14 3.15
O -0.83 1.38 2.30
C -0.30 2.67 2.59
H -0.31 2.63 4.74
H -0.90 4.16 4.07
H -2.94 3.08 3.26
H -2.73 2.31 4.83
H -2.80 0.78 2.53
H -1.70 0.36 3.87
H -0.59 3.36 1.79
H 0.79 2.58 2.61
*
```

## Properties
- Frontier orbital gap (spin up / spin down): 9.94 / 5.77 eV
- Relative energy (zero: lowest compared OMol25 entry of this formula, charge and spin): 0.0 kcal/mol
- Lowest unoccupied orbital energy (spin up / spin down): -0.1534 / -0.2964 Eh

Löwdin population analysis, charges in e, atoms 1 to 2:
1 Fe 0.780
2 C -0.040


Formula: C16H35MnNO5
Source: OMol25
Level of theory: the ωB97M-V functional and the def2-TZVPD basis

Structure (ORCA input):
```
! wB97M-V def2-TZVPD RIJCOSX def2/J DEFGRID3
* xyz 3 5
Mn 0.45 0.55 0.14
C 0.09 -1.30 2.60
O -0.34 -0.11 1.86
C -0.98 0.89 2.72
C -1.66 1.89 1.82
O -0.66 2.21 0.83
C -0.88 3.26 -0.16
C -0.71 2.60 -1.51
O 0.51 1.79 -1.44
C 0.96 1.38 -2.76
H 0.72 -1.00 3.43
H 0.64 -1.94 1.92
H -0.80 -1.81 2.96
H -0.21 1.36 3.34
H -1.70 0.38 3.36
H -1.94 2.79 2.37
H -2.54 1.48 1.32
H -0.13 4.02 0.02
H -1.87 3.70 -0.03
H -0.58 3.34 -2.30
H -1.54 1.95 -1.77
H 1.20 2.28 -3.33
H 0.18 0.80 -3.25
H 1.87 0.79 -2.63
C 2.79 -0.89 -0.11
C 3.25 0.33 0.66
O 2.08 1.20 0.89
C 2.40 2.39 1.75
C 3.38 3.31 1.09
H 3.64 -1.55 -0.29
H 2.39 -0.65 -1.10
H 2.08 -1.50 0.46
H 3.97 0.91 0.09
H 3.65 0.07 1.63
H 2.76 1.97 2.69
H 1.43 2.86 1.91
H 4.39 2.90 1.04
H 3.45 4.22 1.69
H 3.05 3.60 0.09
O -0.55 -0.60 -0.88
C -1.70 -1.11 -1.18
C -2.78 -1.34 -0.18
C -2.85 -2.90 -0.07
C -1.54 -3.66 -0.39
C -1.25 -3.96 -1.88
C -0.83 -2.75 -2.71
N -1.83 -1.69 -2.35
H -3.74 -0.92 -0.49
H -2.50 -0.88 0.76
H -3.64 -3.26 -0.73
H -3.18 -3.13 0.94
H -1.61 -4.63 0.12
H -0.68 -3.16 0.07
H -2.13 -4.42 -2.32
H -0.46 -4.71 -1.95
H -0.88 -2.92 -3.79
H 0.16 -2.37 -2.46
H -2.77 -2.02 -2.52
*
```

## Properties
- Frontier orbital gap (spin up / spin down): 6.81 / 8.61 eV
- Relative energy (zero: lowest compared OMol25 entry of this formula, charge and spin): 0.0 kcal/mol
- Lowest unoccupied orbital energy (spin up / spin down): -0.4709 / -0.4046 Eh

Löwdin population analysis, charges in e, atoms 1 to 2:
1 Mn 1.148
2 C 0.031